[1]
The following is a DFT calculation (the ωB97M-V functional and the def2-TZVPD basis) of C20H39BrCrN4O3SSi as an isolated structure.

```
70
Properties=species:S:1:pos:R:3
Cr 3.263 0.598 -0.674
N 5.314 0.490 -0.130
C 5.346 -0.078 1.242
C 4.310 0.671 2.102
O 4.666 1.169 3.162
N 3.110 0.763 1.486
C 2.383 1.979 1.778
C 2.346 2.890 0.531
O 1.644 3.882 0.543
O 3.102 2.517 -0.491
H 5.924 -0.035 -0.747
H 5.634 1.455 -0.113
H 6.324 0.028 1.708
H 5.107 -1.142 1.169
H 2.862 2.546 2.579
H 1.356 1.803 2.091
C -3.789 2.437 -1.217
C -2.356 2.071 -1.640
C -1.477 3.326 -1.471
C -2.363 1.704 -3.130
Si -1.724 0.596 -0.600
Br 0.513 0.443 -1.202
C -1.758 0.864 1.297
C -3.145 0.516 1.864
C -1.465 2.338 1.623
C -0.725 -0.004 2.038
C -2.373 -1.135 -1.144
C -3.909 -1.178 -1.113
C -1.830 -2.211 -0.192
C -1.930 -1.529 -2.565
H -4.133 3.284 -1.818
H -3.835 2.746 -0.171
H -4.497 1.620 -1.366
H -1.761 4.049 -2.242
H -0.412 3.125 -1.585
H -1.618 3.811 -0.511
H -2.567 2.604 -3.717
H -3.149 0.984 -3.364
H -1.405 1.301 -3.464
H -3.948 1.081 1.386
H -3.162 0.759 2.931
H -3.368 -0.548 1.770
H -2.316 2.969 1.359
H -0.581 2.733 1.123
H -1.311 2.441 2.701
H -0.979 -1.062 2.011
H -0.700 0.304 3.088
H 0.282 0.115 1.639
H -4.323 -0.952 -0.130
H -4.244 -2.183 -1.391
H -4.343 -0.484 -1.835
H -2.298 -2.154 0.792
H -0.746 -2.146 -0.066
H -2.058 -3.200 -0.602
H -2.429 -0.944 -3.334
H -2.197 -2.577 -2.732
H -0.854 -1.435 -2.708
C 2.413 -4.685 -1.042
N 2.228 -3.703 0.008
C 1.676 -3.933 1.258
C 1.690 -2.756 1.917
N 2.249 -1.824 1.071
C 2.588 -2.402 -0.090
S 3.307 -1.712 -1.493
H 1.830 -5.569 -0.799
H 3.464 -4.954 -1.137
H 2.073 -4.271 -1.989
H 1.316 -4.904 1.548
H 1.344 -2.490 2.900
H 2.416 -0.814 1.306
```

Values from the calculation:
Total charge   0
HOMO-LUMO gap (alpha / beta)   7.34 / 8.40 eV
HOMO energy (alpha / beta)   -7.116 / -8.222 eV
Multiplicity   5

=====

[2]
The following is a DFT calculation (the ωB97M-V functional and the def2-TZVPD basis) of C4H6O2 in the gas phase.

```
12
Properties=species:S:1:pos:R:3
O 1.192 -1.752 -0.045
C -0.007 -1.709 0.076
C -0.824 -0.474 0.401
C -0.122 0.867 0.363
C 0.916 1.230 -0.603
O -0.413 1.706 -0.750
H -0.613 -2.637 -0.022
H -1.223 -0.640 1.413
H -1.697 -0.446 -0.264
H -0.119 1.393 1.318
H 1.645 1.987 -0.314
H 1.251 0.503 -1.339
```

Values from the calculation:
Total charge   0
HOMO-LUMO gap   11.05 eV
HOMO energy   -10.099 eV

=====

[3]
The following is a DFT calculation (the ωB97M-V functional and the def2-TZVPD basis) of a 2-piece molecular cluster, C3H7NO overall at a distorted geometry.

```
12
Properties=species:S:1:pos:R:3
C -0.894 2.040 -2.590
C 0.126 2.008 -1.544
O 0.089 2.713 -0.554
H -0.428 1.864 -3.563
H -1.670 1.291 -2.423
H -1.424 2.989 -2.567
H 0.910 1.234 -1.595
C 0.805 -2.981 2.759
N -0.049 -3.648 2.106
H 1.034 -1.953 2.509
H 1.276 -3.446 3.627
H -0.051 -4.602 2.423
```

Values from the calculation:
Total charge   0
HOMO-LUMO gap   10.89 eV
HOMO energy   -9.922 eV

=====

[4]
The following is a DFT calculation (the ωB97M-V functional and the def2-TZVPD basis) of C3H6N2O2 in the gas phase.

```
13
Properties=species:S:1:pos:R:3
H 1.951 0.675 -1.856
N 1.308 0.266 -1.183
C 1.632 0.606 -0.004
O 0.986 0.223 1.097
C -0.065 -0.745 0.970
C -1.401 -0.130 0.527
N -1.565 -0.031 -0.817
O -2.248 0.181 1.346
H 2.474 1.245 0.273
H 0.255 -1.541 0.289
H -0.209 -1.130 1.978
H -2.381 0.468 -1.139
H -0.735 -0.057 -1.402
```

Values from the calculation:
Total charge   0
HOMO-LUMO gap   10.56 eV
HOMO energy   -9.737 eV

=====

In order of appearance, energy relative to the best compared isomer or geometry (same formula, charge and spin) = 23.4 197.6 211.3 121.8 kJ/mol.